One molecule with the formula C4H5FN2O at a distorted geometry, computed with ωB97M-V with the def2-TZVPD basis set.

- Net charge: 0
- SMILES string: [H]/N=C(N)\C(F)=C/C=O

Structure (XYZ):
```
13
C4H5FN2O ωB97M-V with the def2-TZVPD basis set
C -0.075 -0.594 -0.916
C 0.285 -0.616 0.532
C 0.456 0.405 1.367
C 0.192 1.830 1.018
H -1.408 -2.087 -0.593
H -1.278 -1.579 -2.229
H 1.035 0.885 -1.370
H 0.779 0.216 2.408
H -0.258 2.018 0.036
N -0.915 -1.611 -1.292
N 0.342 0.272 -1.760
O 0.432 2.731 1.781
F 0.412 -1.869 1.018
```

A 2-piece molecular cluster, CH5NO overall at a distorted geometry, computed with ωB97M-V with the def2-TZVPD basis set.

- Net charge: -1
- 2S+1: 2

Structure (XYZ):
```
8
CH5NO ωB97M-V with the def2-TZVPD basis set
C -1.368 -0.186 0.165
N -0.273 0.071 1.059
H -2.228 0.511 0.151
H -1.642 -1.229 -0.090
H 0.116 0.516 0.210
H 1.895 0.801 -0.818
H 1.397 -0.360 -0.008
O 2.104 -0.125 -0.669
```

C15H48BNO20 as an isolated structure at a distorted geometry, computed with ωB97M-V with the def2-TZVPD basis set.

- Net charge: 0

Structure (XYZ):
```
85
C15H48BNO20 ωB97M-V with the def2-TZVPD basis set
C 24.393 -36.239 -13.475
C 25.439 -35.233 -13.730
C 24.900 -34.058 -14.570
C 25.853 -32.928 -14.805
N 25.339 -31.751 -15.602
C 24.304 -30.967 -14.877
C 23.035 -30.807 -15.839
C 23.055 -31.966 -16.730
C 24.564 -32.269 -16.866
C 26.477 -30.799 -15.943
C 27.635 -31.307 -16.714
C 28.741 -30.377 -16.486
H 23.460 -35.803 -13.043
H 24.628 -36.769 -12.509
H 24.267 -36.935 -14.206
H 26.299 -35.767 -14.245
H 26.011 -34.849 -12.989
H 23.928 -33.829 -14.145
H 24.657 -34.424 -15.714
H 26.638 -33.420 -15.151
H 26.215 -32.631 -13.614
H 24.517 -29.872 -14.532
H 23.995 -31.502 -13.962
H 23.115 -29.927 -16.405
H 22.041 -30.687 -15.408
H 22.653 -31.490 -17.820
H 22.699 -32.873 -16.241
H 24.928 -31.613 -17.761
H 24.579 -33.251 -17.307
H 26.814 -30.411 -14.897
H 25.984 -29.883 -16.349
H 27.183 -31.143 -17.702
H 27.970 -32.322 -16.486
H 29.128 -30.322 -15.537
H 28.596 -29.336 -16.770
H 29.682 -30.874 -16.824
O 27.319 -36.951 -16.648
C 26.445 -36.878 -17.524
O 25.393 -37.534 -17.419
B 24.350 -36.833 -17.972
O 24.894 -35.548 -18.541
C 26.159 -35.730 -18.275
O 26.930 -34.703 -18.420
O 23.385 -36.553 -16.989
C 22.308 -37.179 -17.223
O 21.233 -36.972 -16.743
C 22.350 -37.674 -18.599
O 23.620 -37.603 -19.050
O 21.402 -38.096 -19.309
O 22.645 -38.987 -14.877
H 22.114 -38.267 -14.410
H 23.331 -39.218 -14.093
O 24.251 -38.091 -21.600
H 24.094 -37.907 -20.643
H 24.920 -37.683 -22.040
O 20.262 -39.574 -21.577
H 20.425 -39.090 -20.744
H 20.839 -40.180 -22.027
O 29.489 -34.698 -18.476
H 28.641 -34.707 -18.301
H 29.907 -35.048 -17.710
O 27.534 -38.642 -14.397
H 27.511 -38.181 -15.265
H 27.578 -39.546 -14.662
O 19.023 -36.518 -19.984
H 19.469 -37.336 -19.679
H 19.547 -36.214 -20.730
O 30.040 -36.503 -16.083
H 30.519 -37.365 -15.861
H 29.156 -36.693 -16.161
O 23.827 -40.674 -17.943
H 23.965 -40.425 -18.952
H 22.918 -40.811 -17.675
O 20.622 -35.100 -14.324
H 20.863 -35.633 -15.143
H 19.832 -35.345 -14.083
O 25.547 -40.438 -15.567
H 25.023 -40.006 -16.284
H 25.582 -39.927 -14.923
O 18.633 -36.824 -16.676
H 18.277 -35.906 -16.955
H 19.605 -36.752 -16.734
O 23.598 -40.531 -20.704
H 23.140 -40.984 -21.454
H 23.773 -39.751 -21.000
```

So what do the calculations give for ΔE to the lowest compared entry with this formula, charge and spin? Going down the list: 0.814 1.699 0.646 eV.